No. 1
Formula: C47H64N3NiO6S
Source: the Open Molecules 2025 dataset
Level of theory: wB97M-V/def2-TZVPD

Properties
2S+1: 1
net charge: -1
HOMO-LUMO gap (spin up / spin down): 5.82 / 5.22 eV

XYZ file:
```
122
Properties=species:S:1:pos:R:3:forces:R:3
Ni 2.163 0.159 0.694 0.632 -0.520 0.348
C 5.379 0.241 0.182 0.167 -0.010 -0.048
N 4.456 -0.414 1.088 0.256 0.111 -0.106
C 4.724 -0.073 2.469 0.187 0.043 0.269
C 4.442 -1.859 0.927 0.257 -0.167 0.095
C 3.860 -2.313 -0.396 0.016 0.158 0.047
N 2.491 -1.861 -0.594 -0.155 -0.304 -0.154
C 2.166 -1.665 -2.017 -0.069 0.079 0.152
C 1.531 -0.359 -2.457 -0.039 0.045 0.079
C 0.517 -0.438 -3.406 0.065 -0.093 -0.072
C -0.054 0.681 -3.987 -0.042 0.102 0.028
C 0.468 1.919 -3.591 0.075 0.074 0.047
C 1.481 2.065 -2.649 -0.108 0.008 -0.095
C 2.020 0.899 -2.015 -0.170 0.002 0.089
O 2.910 0.993 -1.065 -0.253 -0.005 -0.191
C 2.056 3.447 -2.298 -0.026 -0.093 0.027
C 1.404 4.563 -3.116 -0.036 0.107 -0.004
C 1.853 3.781 -0.810 -0.047 0.074 0.012
C 3.562 3.460 -2.612 0.054 -0.012 -0.014
C -1.210 0.608 -4.989 0.072 0.027 0.031
C -1.625 -0.836 -5.277 -0.001 -0.058 -0.014
C -2.430 1.344 -4.420 -0.122 0.011 0.066
C -0.809 1.266 -6.319 0.003 0.025 -0.040
C 1.563 -2.683 0.177 -0.133 0.035 -0.137
C 0.370 -1.926 0.770 0.125 -0.028 0.331
C -0.654 -2.902 1.421 -0.188 0.013 0.183
C -1.059 -2.544 2.832 0.017 -0.126 -0.018
C -0.892 -1.308 3.298 0.011 0.327 -0.129
C -0.142 -0.172 2.602 0.077 -0.417 0.248
C 0.911 -0.815 1.692 -0.229 0.151 -0.534
O 2.117 -1.054 2.241 -1.159 0.014 -0.340
C 0.429 0.804 3.691 -0.126 0.039 -0.005
C 1.216 0.043 4.772 0.021 -0.030 0.054
C -0.732 1.555 4.373 0.036 -0.030 0.035
C 1.358 1.866 3.093 -0.222 0.257 0.132
C -1.673 -3.639 3.734 0.027 0.006 -0.072
C -3.206 -3.674 3.636 -0.022 0.039 -0.014
C -1.301 -3.402 5.207 0.017 -0.009 0.008
C -1.143 -5.025 3.339 0.002 -0.052 0.025
H 6.413 -0.134 0.305 -0.020 0.005 0.026
H 5.053 0.108 -0.849 0.041 0.035 0.114
H 5.370 1.315 0.377 -0.012 -0.036 -0.024
H 5.720 -0.426 2.803 -0.006 0.037 -0.050
H 4.687 1.012 2.591 0.032 -0.011 0.004
H 3.953 -0.518 3.101 0.203 0.097 -0.085
H 5.471 -2.265 0.993 0.017 0.014 0.041
H 3.862 -2.275 1.750 0.087 0.058 -0.057
H 4.474 -1.914 -1.199 0.006 0.010 -0.084
H 3.937 -3.413 -0.447 0.036 -0.017 -0.030
H 3.102 -1.758 -2.569 0.104 -0.041 -0.045
H 1.521 -2.483 -2.363 -0.039 -0.049 -0.017
H 0.173 -1.431 -3.684 0.019 0.083 0.066
H 0.050 2.813 -4.045 0.037 -0.088 0.041
H 0.331 4.652 -2.908 0.082 -0.004 -0.022
H 1.873 5.517 -2.853 -0.039 -0.045 -0.017
H 1.533 4.408 -4.192 0.004 0.018 0.050
H 0.791 3.931 -0.582 0.281 0.015 0.004
H 2.229 2.977 -0.180 -0.009 0.067 -0.032
H 2.383 4.711 -0.564 -0.026 -0.038 -0.040
H 3.728 3.247 -3.674 -0.001 0.023 0.072
H 3.987 4.446 -2.385 -0.046 -0.093 -0.026
H 4.076 2.703 -2.017 -0.051 0.059 -0.061
H -1.896 -1.363 -4.358 -0.008 0.037 -0.054
H -2.496 -0.840 -5.940 0.051 -0.007 0.019
H -0.823 -1.395 -5.769 -0.036 0.032 0.047
H -2.742 0.889 -3.474 0.027 0.060 -0.090
H -2.198 2.395 -4.228 -0.030 -0.046 0.022
H -3.273 1.302 -5.124 0.097 0.011 0.077
H 0.124 0.835 -6.692 -0.059 0.008 -0.001
H -1.589 1.120 -7.077 0.060 0.032 0.090
H -0.656 2.343 -6.199 0.023 -0.085 0.006
H 1.186 -3.525 -0.435 0.004 0.019 -0.003
H 2.111 -3.100 1.024 -0.030 -0.030 0.004
H -0.273 -3.924 1.401 0.022 0.013 -0.060
H -1.252 -1.096 4.296 0.027 0.042 0.017
H 0.581 -0.608 5.377 -0.030 0.011 -0.039
H 2.004 -0.559 4.318 -0.114 0.078 0.058
H 1.668 0.777 5.448 -0.032 -0.032 -0.001
H -1.476 0.886 4.817 0.070 0.020 -0.030
H -0.323 2.172 5.180 -0.015 -0.022 -0.026
H -1.253 2.215 3.676 0.037 -0.033 0.036
H 2.162 1.414 2.521 0.194 -0.046 -0.039
H 0.829 2.560 2.435 0.060 -0.073 0.092
H 1.791 2.451 3.912 0.001 -0.006 -0.017
H -3.633 -2.706 3.915 0.025 -0.058 -0.026
H -3.545 -3.914 2.628 0.035 0.005 0.044
H -3.600 -4.436 4.318 0.023 0.047 -0.016
H -1.808 -2.528 5.625 0.040 -0.065 -0.042
H -1.606 -4.268 5.803 0.008 0.048 -0.025
H -0.224 -3.259 5.324 -0.050 -0.018 -0.008
H -1.469 -5.315 2.336 0.004 0.029 0.090
H -0.050 -5.061 3.374 -0.067 0.002 0.003
H -1.530 -5.769 4.042 0.025 0.010 -0.024
O -1.177 0.577 1.857 -0.125 -0.416 0.517
C -0.861 1.381 0.853 -1.646 -0.109 0.349
O 0.214 1.494 0.370 1.399 0.692 -1.111
C -2.049 2.178 0.377 0.618 -0.425 0.211
C -3.283 2.074 0.975 -0.632 -0.035 0.235
C -4.369 2.843 0.533 0.109 -0.231 0.253
C -4.123 3.706 -0.501 -0.016 -0.240 0.246
O -4.994 4.550 -1.103 -0.422 0.668 -0.550
C -4.254 5.234 -2.133 0.192 -0.498 0.446
O -2.916 4.739 -2.088 -0.207 0.344 -0.343
C -2.884 3.807 -1.088 0.523 -0.217 -0.040
C -1.822 3.046 -0.686 0.243 0.264 -0.474
H -3.408 1.378 1.795 -0.025 0.053 -0.044
H -5.350 2.767 0.983 0.030 -0.002 -0.007
H -4.259 6.302 -1.934 0.012 0.150 0.074
H -4.696 5.016 -3.103 -0.072 -0.086 -0.120
H -0.844 3.083 -1.163 -0.287 -0.041 0.061
S -0.851 -1.483 -0.553 0.137 0.219 -0.094
C -1.803 -2.785 0.356 0.060 0.032 -0.064
N -1.972 -4.036 -0.371 0.050 0.125 0.252
C -3.097 -4.280 -1.121 0.116 -0.107 -0.093
C -4.236 -3.608 -0.929 -0.275 0.249 0.207
C -4.251 -2.576 0.105 -0.372 -0.229 -0.382
C -3.137 -2.232 0.744 0.406 0.108 0.263
H -1.111 -4.377 -0.768 0.060 -0.029 0.022
H -3.008 -5.088 -1.837 -0.005 0.036 -0.001
H -5.121 -3.855 -1.496 0.012 0.030 0.021
H -5.183 -2.074 0.345 0.048 -0.060 -0.028
H -3.125 -1.434 1.480 0.032 -0.120 -0.058
```
Positions in Å, forces in eV/Å.

=====

No. 2
Formula: C33H80N2O8
Source: the Open Molecules 2025 dataset
Level of theory: wB97M-V/def2-TZVPD

Properties
relative energy (zero: lowest compared OMol25 entry of this formula, charge and spin): 3.471 eV
2S+1: 1
HOMO-LUMO gap: 9.16 eV
SMILES string: CC1(C)CCCC(C)(C)N1O.CC1(C)CCCC(C)(C)N1O.CC(C)O.CC(C)O.CC(C)O.CCO.CCO.CCO

XYZ file:
```
123
Properties=species:S:1:pos:R:3:forces:R:3
C -3.707 -2.854 3.262 0.528 -1.161 -0.751
C -2.263 -2.544 3.639 0.235 0.718 0.498
C -1.282 -3.444 2.835 -1.563 0.100 -0.434
C -2.139 -1.002 3.475 0.190 -1.475 -3.126
C -0.850 -0.430 3.936 1.434 1.278 1.226
C -0.785 -0.671 5.462 -3.111 -1.307 -0.211
C -0.899 -2.207 5.766 0.194 0.140 -0.535
C 0.439 -2.919 5.419 0.059 -0.410 -1.949
C -1.105 -2.389 7.296 -1.284 -1.459 -1.274
N -2.108 -2.721 5.082 0.465 -0.095 0.546
O -2.081 -4.120 5.347 0.232 -0.333 -1.360
H -3.792 -2.702 2.177 -0.228 0.304 0.228
H -3.925 -3.921 3.392 -0.047 0.211 0.292
H -4.400 -2.240 3.814 -0.267 0.125 0.110
H -0.339 -3.008 2.683 1.276 0.821 -0.174
H -1.108 -4.361 3.388 -0.223 -0.210 -0.154
H -1.692 -3.663 1.825 0.170 -0.020 0.658
H -2.269 -0.859 2.368 0.094 0.149 0.941
H -3.011 -0.568 3.915 -0.329 0.491 0.589
H 0.058 -0.880 3.467 -0.742 0.190 0.051
H -0.801 0.678 3.742 -0.095 -0.930 0.110
H -1.747 -0.222 5.906 1.414 -0.394 -0.477
H 0.032 -0.329 6.020 1.415 0.907 0.409
H 0.427 -4.033 5.302 -0.425 0.897 0.798
H 1.085 -2.598 6.203 0.955 -0.175 0.494
H 0.924 -2.643 4.435 -0.660 0.310 1.014
H -2.095 -2.003 7.558 0.285 0.334 0.182
H -0.298 -1.872 7.736 0.670 0.568 1.081
H -1.113 -3.471 7.616 0.397 1.059 -0.387
H -2.519 -4.103 6.165 -1.111 -0.636 1.725
C 3.041 1.254 1.283 0.042 1.421 -0.569
C 2.494 2.615 0.700 0.450 -1.366 1.016
C 3.229 3.684 1.499 -1.971 1.777 -0.203
C 2.805 2.590 -0.799 -1.595 0.452 -0.605
C 2.162 3.764 -1.561 2.990 0.544 0.636
C 0.739 3.747 -1.324 -3.549 -0.268 -0.967
C 0.240 3.678 0.162 0.086 -0.599 -0.165
C 0.294 5.028 0.836 0.306 1.456 0.382
C -1.170 3.112 0.123 -1.200 0.299 0.139
N 1.022 2.651 0.869 1.246 -0.798 -0.298
O 0.743 2.565 2.287 0.180 1.715 -1.095
H 2.504 0.424 0.904 -0.949 -0.922 -0.290
H 4.001 1.186 0.794 0.698 -0.247 0.401
H 3.120 1.207 2.374 -0.008 0.176 -0.287
H 3.026 4.683 0.997 0.482 -0.929 0.959
H 2.799 3.670 2.530 0.317 0.285 -0.816
H 4.275 3.531 1.593 0.971 -0.263 -0.213
H 3.856 2.599 -1.001 0.727 -0.369 0.122
H 2.297 1.706 -1.223 0.625 -0.159 0.185
H 2.557 4.685 -1.115 0.194 0.138 -0.096
H 2.545 3.800 -2.612 -0.832 -0.215 0.612
H 0.262 2.903 -1.886 0.422 0.180 0.535
H 0.223 4.608 -1.809 0.319 -0.189 0.526
H 1.143 5.651 0.434 -1.007 -0.409 0.400
H 0.431 4.944 1.917 0.291 -0.291 -0.078
H -0.665 5.578 0.793 0.476 -0.133 -0.609
H -1.596 2.957 1.160 0.313 0.356 -1.243
H -1.178 2.169 -0.413 0.302 -0.408 0.332
H -1.832 3.714 -0.540 0.265 0.175 0.885
H 0.475 1.669 2.327 -0.566 -1.421 0.380
C 1.300 0.930 -5.706 -0.182 -0.324 0.621
C 0.908 2.223 -5.033 -0.325 1.230 0.179
C 1.297 3.568 -5.732 0.975 -3.085 -0.792
O -0.514 2.255 -4.895 0.231 1.338 -0.824
H 1.191 0.047 -5.003 0.195 1.011 -0.797
H 2.299 0.988 -6.104 0.523 -0.223 -0.056
H 0.606 0.826 -6.519 -0.244 -0.414 -0.599
H 1.314 2.223 -4.027 0.412 0.209 0.349
H 1.055 4.403 -5.160 -0.711 1.342 0.896
H 0.927 3.600 -6.747 -0.741 0.160 -0.131
H 2.365 3.562 -5.906 0.527 0.059 0.322
H -0.745 1.510 -4.382 -0.651 -1.270 0.905
C -1.241 -0.077 -2.146 0.786 -1.166 0.735
C -0.231 -0.362 -1.009 -0.145 0.880 -1.483
C -0.890 -0.806 0.221 -2.088 -1.558 0.209
O 0.699 -1.313 -1.499 -0.501 1.136 -1.550
H -0.714 0.062 -3.060 0.773 0.350 -0.770
H -1.832 0.799 -1.961 -0.610 0.163 0.168
H -1.792 -1.004 -2.337 -0.523 0.315 0.303
H 0.311 0.540 -0.768 0.285 0.621 -0.085
H -1.739 -0.177 0.514 0.328 0.164 -0.114
H -0.231 -0.907 1.043 0.887 0.144 0.981
H -1.324 -1.825 0.081 0.169 0.524 -0.057
H 0.944 -1.894 -0.811 0.654 -1.452 1.240
C -6.763 1.233 0.078 0.763 -0.591 1.878
C -5.228 1.334 0.238 0.732 -0.683 0.135
C -4.573 2.266 -0.757 -0.554 0.633 -1.006
O -4.880 1.620 1.601 -0.082 -0.944 -0.204
H -7.056 0.320 0.639 -0.098 0.616 -0.288
H -7.160 1.155 -0.909 0.079 0.026 -0.838
H -7.202 2.091 0.594 -0.112 -0.031 -0.163
H -4.737 0.354 0.136 -0.550 -0.009 -0.350
H -5.060 2.055 -1.739 0.374 0.414 0.558
H -3.487 2.195 -0.938 -0.481 -0.286 0.582
H -4.792 3.314 -0.470 0.037 -0.312 -0.307
H -4.872 2.549 1.768 -0.125 1.099 -0.004
C 4.353 -1.185 -2.886 0.985 -0.265 -0.475
C 4.992 -0.108 -3.734 0.817 -0.516 0.228
O 6.424 -0.352 -3.651 -1.074 -0.146 0.598
H 4.876 -1.232 -1.928 -0.262 -0.081 0.007
H 4.527 -2.096 -3.449 0.282 -0.450 0.252
H 3.293 -1.159 -2.776 -0.859 0.626 0.288
H 4.753 0.903 -3.450 -0.042 0.500 0.476
H 4.681 -0.220 -4.754 -0.270 -0.087 -0.753
H 6.855 0.108 -4.357 0.336 0.436 -0.579
C -1.052 -3.655 -5.779 -0.624 1.069 -1.390
C -0.475 -2.553 -4.956 0.147 -1.975 1.229
O -0.361 -3.134 -3.597 -0.554 1.169 -1.855
H -0.596 -4.545 -5.446 0.641 -1.308 -0.262
H -0.860 -3.371 -6.853 -0.336 -0.858 0.836
H -2.136 -3.746 -5.589 0.435 0.081 -0.219
H -1.162 -1.753 -5.105 -0.379 1.258 0.831
H 0.513 -2.271 -5.282 0.396 0.166 -0.214
H -0.101 -2.379 -3.079 0.402 0.343 1.161
C 2.451 -3.871 1.556 -0.845 0.752 -0.224
C 2.871 -4.023 0.147 -0.834 -0.533 -1.196
O 1.743 -3.659 -0.647 -0.800 0.420 2.340
H 3.354 -3.877 2.120 0.381 -0.230 1.130
H 1.701 -4.641 1.820 0.588 0.446 0.129
H 1.989 -2.869 1.607 0.100 -0.353 0.445
H 3.089 -5.058 -0.054 0.405 -0.565 -0.140
H 3.711 -3.425 -0.164 0.540 0.390 0.254
H 1.935 -3.765 -1.538 0.463 -0.363 -2.641
```
Positions in Å, forces in eV/Å.

=====

Calculated total energy in order - -118411.293, -54873.772 eV
Calculated maximum force in order - 0.0373, 0.0717 hartree/bohr